1.
{"formula": "C6H7NS", "method": "ωB97M-V with the def2-TZVPD basis set", "e_tot_ha": -685.60914, "e_homo_ev": [-8.30, -7.52], "relative_energy_kj_mol": 422.04, "multiplicity": 1, "lumo_energy_ev": [-0.792, -1.354], "orbital_gap_ev": [7.51, 6.17], "symbols": ["C", "C", "C", "C", "C", "C", "N", "S", "H", "H", "H", "H", "H", "H", "H"], "xyz": [[-0.663, 1.467, -0.705], [0.024, 1.044, -1.809], [0.067, -1.827, 0.659], [0.571, 0.266, 1.404], [-0.577, 0.923, 0.617], [0.066, -1.558, -0.737], [0.373, -1.160, 1.703], [0.834, -0.453, -1.854], [-1.443, 2.234, -0.892], [0.285, 1.727, -2.606], [-0.122, -2.835, 0.962], [1.350, 0.446, 0.773], [0.701, 0.787, 2.364], [-1.211, 1.430, 1.328], [-0.257, -2.490, -1.206]], "nbo_charge": [-0.29, -0.38, 0.02, -0.33, -0.10, -0.51, -0.38, 0.47, 0.23, 0.24, 0.20, 0.20, 0.21, 0.19, 0.23]}

2.
{"formula": "C42H38AuIN11O4", "method": "ωB97M-V with the def2-TZVPD basis set", "e_tot_ha": -2959.74354, "e_homo_ev": -9.73, "multiplicity": 1, "lumo_energy_ev": -4.196, "orbital_gap_ev": 5.54, "total_charge": 1, "symbols": ["Au", "C", "N", "C", "N", "C", "N", "C", "C", "C", "C", "C", "C", "C", "N", "N", "C", "O", "C", "C", "C", "C", "C", "C", "N", "C", "N", "C", "N", "C", "H", "H", "H", "H", "H", "H", "H", "H", "H", "H", "H", "H", "H", "H", "H", "H", "C", "O", "C", "C", "C", "C", "C", "C", "N", "C", "N", "C", "C", "C", "C", "C", "C", "O", "C", "N", "C", "C", "C", "C", "C", "C", "O", "C", "H", "H", "H", "H", "H", "H", "H", "H", "H", "H", "H", "H", "H", "H", "H", "H", "H", "H", "H", "H", "H", "H", "I"], "xyz": [[2.665, -0.575, -1.100], [2.832, 0.235, 4.536], [2.847, -0.442, 3.265], [2.714, 0.068, 2.040], [2.734, -0.911, 1.153], [2.892, -2.025, 1.899], [2.956, -1.769, 3.178], [1.437, 0.608, 4.991], [1.251, 1.699, 5.834], [-0.022, 2.054, 6.250], [-1.131, 1.359, 5.799], [-0.949, 0.265, 4.953], [0.340, -0.128, 4.585], [-2.080, -0.404, 4.346], [-3.334, -0.052, 4.371], [-3.992, -0.848, 3.522], [-3.124, -1.662, 3.000], [-1.879, -1.432, 3.487], [-3.302, -2.624, 1.938], [-4.499, -2.721, 1.230], [-4.576, -3.577, 0.147], [-3.469, -4.312, -0.251], [-2.282, -4.238, 0.464], [-1.045, -4.972, 0.012], [-0.169, -4.069, -0.700], [0.504, -3.005, -0.253], [1.176, -2.458, -1.245], [0.876, -3.233, -2.309], [0.061, -4.208, -2.005], [-2.213, -3.410, 1.571], [3.452, 1.131, 4.459], [3.285, -0.447, 5.261], [2.628, 1.110, 1.817], [2.979, -3.010, 1.490], [2.108, 2.253, 6.185], [-0.147, 2.889, 6.922], [-2.134, 1.649, 6.071], [0.474, -1.002, 3.965], [-5.335, -2.112, 1.535], [-5.504, -3.668, -0.396], [-3.532, -4.959, -1.110], [-1.288, -5.783, -0.676], [-0.504, -5.376, 0.871], [0.491, -2.650, 0.754], [1.271, -3.072, -3.293], [-1.314, -3.373, 2.169], [-2.332, -1.115, -1.917], [-1.637, 0.107, -1.981], [-2.117, 1.183, -1.295], [-3.140, 1.158, -0.360], [-3.539, 2.331, 0.261], [-2.961, 3.541, -0.082], [-1.931, 3.580, -1.004], [-1.470, 2.408, -1.583], [-0.421, 2.374, -2.502], [0.578, 1.396, -2.391], [0.990, 0.950, -3.573], [1.898, -0.022, -3.991], [2.752, -0.750, -3.178], [3.612, -1.662, -3.766], [3.604, -1.868, -5.136], [2.741, -1.155, -5.954], [1.888, -0.225, -5.393], [0.952, 0.505, -6.091], [1.364, 1.155, -7.281], [0.955, 0.960, -1.232], [0.643, 1.658, -0.083], [-0.146, 1.084, 0.911], [-0.486, 1.818, 2.027], [0.011, 3.103, 2.199], [0.828, 3.675, 1.242], [1.144, 2.976, 0.083], [1.890, 3.437, -0.940], [2.521, 4.699, -0.839], [-1.815, -1.785, -2.606], [-3.370, -1.001, -2.242], [-2.308, -1.537, -0.906], [-3.633, 0.233, -0.102], [-4.304, 2.293, 1.020], [-3.309, 4.452, 0.377], [-1.469, 4.520, -1.267], [-0.145, 3.260, -2.901], [0.471, 1.312, -4.374], [4.295, -2.224, -3.148], [4.283, -2.581, -5.573], [2.729, -1.337, -7.017], [0.460, 1.576, -7.718], [1.823, 0.473, -7.997], [2.071, 1.956, -7.043], [-0.513, 0.080, 0.758], [-1.154, 1.406, 2.762], [-0.244, 3.662, 3.087], [1.191, 4.679, 1.382], [3.099, 4.807, -1.753], [3.199, 4.745, 0.013], [1.794, 5.512, -0.768], [4.517, 1.404, -0.861]], "mulliken_charge": [0.77, -1.42, 1.06, -0.69, 0.18, -0.76, -0.97, 1.01, -0.90, -0.79, -0.73, -0.19, 0.32, 0.28, -0.45, -0.56, 0.30, -0.11, -0.11, -0.66, -0.87, -0.66, 0.77, -1.45, 1.23, -0.73, 0.28, -0.51, -1.07, 0.21, 0.49, 0.29, 0.60, 0.58, 0.50, 0.43, 0.57, 0.70, 0.56, 0.43, 0.47, 0.42, 0.35, 0.48, 0.45, 0.71, -0.91, -0.13, 0.48, -0.51, -0.77, -0.82, -0.76, 0.33, 0.08, -0.86, 0.05, 0.51, -0.55, -0.64, -0.81, -0.55, 0.99, -0.44, -0.88, 0.50, 0.89, -0.32, -0.61, -1.56, -0.67, 0.87, -0.16, -1.10, 0.34, 0.35, 0.26, 0.51, 0.47, 0.42, 0.42, 0.42, 0.48, 0.42, 0.42, 0.37, 0.24, 0.35, 0.35, 0.02, 0.79, 0.55, 0.55, 0.24, 0.37, 0.38, -0.17]}

3.
{"formula": "C27H43BrN2OP2Pd", "method": "ωB97M-V with the def2-TZVPD basis set", "e_tot_ha": -4623.66417, "e_homo_ev": -5.67, "multiplicity": 1, "lumo_energy_ev": -0.424, "orbital_gap_ev": 5.25, "symbols": ["C", "C", "C", "C", "N", "C", "C", "C", "C", "C", "C", "C", "C", "C", "Pd", "P", "H", "H", "H", "H", "H", "H", "H", "H", "C", "C", "H", "H", "H", "H", "H", "C", "C", "H", "H", "H", "H", "H", "C", "C", "H", "H", "H", "H", "H", "Br", "P", "C", "C", "H", "H", "H", "H", "H", "C", "C", "H", "H", "H", "H", "H", "C", "C", "H", "H", "H", "H", "H", "C", "C", "N", "O", "H", "H", "H", "H", "H"], "xyz": [[0.226, -7.367, -1.386], [0.934, -6.185, -1.760], [2.015, -6.366, -2.656], [2.351, -7.665, -3.093], [1.686, -8.747, -2.722], [0.657, -8.619, -1.893], [0.610, -4.867, -1.214], [0.266, -3.839, -0.647], [-0.123, -2.715, 0.176], [-1.397, -2.266, 0.553], [-1.562, -1.097, 1.280], [-0.499, -0.573, 1.968], [0.746, -0.953, 1.586], [0.974, -2.133, 0.847], [0.823, -0.917, -0.725], [-1.817, 1.841, -0.356], [2.607, -5.514, -3.003], [-0.633, -7.328, -0.701], [3.190, -7.805, -3.767], [0.125, -9.523, -1.595], [1.966, -2.627, 0.874], [-2.236, -2.875, 0.211], [1.569, -0.621, 2.255], [-2.558, -0.712, 1.430], [-2.359, 3.612, -0.342], [-2.434, 4.356, -1.660], [-1.695, 4.150, 0.347], [-3.346, 3.617, 0.137], [-2.731, 5.397, -1.451], [-1.465, 4.404, -2.183], [-3.202, 3.926, -2.323], [-1.136, 1.485, -2.049], [-1.916, 0.559, -2.976], [-0.126, 1.012, -1.899], [-0.951, 2.461, -2.529], [-1.275, 0.276, -3.820], [-2.229, -0.365, -2.478], [-2.797, 1.050, -3.395], [-3.485, 1.108, -0.370], [-4.568, 1.752, -1.231], [-3.833, 1.130, 0.677], [-3.398, 0.052, -0.643], [-5.471, 1.135, -1.227], [-4.874, 2.729, -0.864], [-4.298, 1.866, -2.277], [-1.202, 2.574, 2.237], [2.698, 2.028, 0.292], [1.584, 3.069, -0.802], [2.212, 4.286, -1.536], [0.674, 3.366, -0.248], [1.201, 2.362, -1.566], [1.577, 4.482, -2.410], [2.202, 5.182, -0.900], [3.232, 4.042, -1.869], [2.429, 2.323, 2.133], [3.639, 2.989, 2.853], [2.162, 1.357, 2.638], [1.495, 2.940, 2.287], [3.269, 3.395, 3.808], [4.400, 2.227, 3.067], [4.037, 3.797, 2.226], [3.265, 0.383, -0.194], [4.461, 0.379, -1.131], [2.558, -0.220, -0.856], [3.430, -0.166, 0.747], [4.730, -0.675, -1.184], [4.085, 0.651, -2.122], [5.277, 1.015, -0.791], [-2.707, 0.447, 3.935], [-1.347, 0.041, 4.189], [-0.838, -0.028, 5.388], [-0.386, -0.055, 3.308], [-3.330, -0.093, 4.628], [-3.033, 0.310, 2.919], [-2.765, 1.491, 4.219], [0.164, -0.159, 5.513], [-1.501, 0.021, 6.114]], "mulliken_charge": [-0.32, 0.50, -0.46, -0.29, -0.60, -0.30, -0.04, -0.79, 0.94, -0.99, -1.07, 2.21, -0.66, -1.35, -0.24, 1.23, 0.41, 0.39, 0.36, 0.36, 0.46, 0.52, 0.32, 0.23, -1.11, -1.30, 0.58, 0.69, 0.42, 0.19, 0.20, 0.42, -1.64, -0.68, 0.43, 0.48, 0.24, 0.31, -0.40, -1.51, 0.18, 0.30, 0.47, 0.32, 0.17, -0.62, 0.14, 0.90, -1.51, -0.28, -0.21, 0.41, 0.36, 0.38, 0.32, -1.36, -0.09, -0.02, 0.41, 0.31, 0.36, 0.30, -1.58, -0.10, 0.39, 0.41, 0.34, 0.44, -1.23, 1.11, -0.30, -0.29, 0.65, -0.13, 0.37, 0.25, 0.25]}

4.
{"formula": "C4H5NOS2", "method": "ωB97M-V with the def2-TZVPD basis set", "e_tot_ha": -1081.53968, "e_homo_ev": -8.88, "relative_energy_kj_mol": 665.79, "multiplicity": 1, "lumo_energy_ev": -1.881, "orbital_gap_ev": 7.00, "symbols": ["C", "C", "C", "C", "H", "H", "H", "H", "H", "N", "O", "S", "S"], "xyz": [[-0.846, -1.115, -0.531], [1.347, 0.032, 0.600], [1.862, -0.208, 1.760], [1.456, 1.340, -0.027], [-2.772, 0.146, 2.355], [-1.570, -1.509, -1.315], [2.544, 0.477, 2.304], [1.902, -1.360, 2.038], [1.904, 2.022, 0.651], [-1.172, -0.102, 0.210], [1.311, 1.811, -1.246], [-2.759, 0.408, 0.161], [1.058, -1.274, -0.684]], "nbo_charge": [0.01, -0.24, -0.31, 0.37, 0.07, 0.21, 0.23, 0.23, 0.12, -0.66, -0.52, 0.25, 0.23]}